[1]
Below is a structure of composition C28H37BeBr3Cl5CsFN2O7 in a non-equilibrium geometry, with properties calculated with ωB97M-V/def2-TZVPD.

## Properties
Net charge: +1
Multiplicity: 1

Geometry as XYZ:
```
85
Properties=species:S:1:pos:R:3:forces:R:3:mulliken_charge:R:1
C 1.472082 -2.412250 -1.259119 -3.15 2.01 2.90 -0.3186
C 0.795591 -3.064520 0.112251 -1.04 4.21 -1.34 -0.4593
C -0.255871 -2.148146 0.981120 1.35 1.28 -2.83 -0.4778
C -0.694392 -0.592027 0.562084 2.65 -2.33 -2.17 0.5745
C -1.735037 0.221494 1.563949 -0.25 -1.01 -0.90 -0.5921
C -2.916619 0.992964 0.666258 0.04 -0.94 0.67 -0.3202
C -3.760644 -0.231061 -0.072515 0.04 0.42 -1.90 0.6173
C -3.684398 -0.308571 -1.672868 -3.32 -4.86 2.59 -0.1701
C -4.530176 -1.599265 -2.176403 1.27 2.32 4.18 -0.4039
C -5.213504 -2.446867 -1.010490 -0.09 -0.03 -0.09 -0.1573
N -5.251026 -2.248226 0.435437 1.70 1.18 -6.26 -0.8573
N -4.521473 -1.162354 0.751099 1.81 2.55 -0.89 0.3510
C -0.053825 0.017233 -0.821804 0.98 -3.84 1.34 -0.3117
C 1.020530 -0.889168 -1.712501 -0.88 -2.00 2.82 -0.4033
H 2.246498 -3.089963 -1.831820 -1.75 1.76 0.95 0.2924
H 1.081356 -4.169356 0.435549 -0.76 2.72 -0.67 0.3039
H -0.742898 -2.585875 1.959806 1.15 0.92 -2.17 0.1980
H -2.300543 -0.623296 2.183600 1.40 1.85 -1.08 0.2498
H -1.202482 0.946651 2.312977 -1.03 -1.33 -1.62 0.3742
H -3.605693 1.663684 1.363323 1.33 -1.77 -1.49 -0.1797
H -2.452736 1.724836 -0.127940 -1.03 -1.79 1.39 0.4372
H -3.085861 0.417750 -2.358676 -1.20 -1.48 1.65 0.4063
H -4.644586 -1.910214 -3.297763 0.23 0.59 2.47 0.3462
H -5.805371 -3.420916 -1.373069 1.43 2.48 1.08 0.3569
H -4.508435 -0.966571 1.800035 0.06 -0.23 -1.93 0.3696
H -0.345001 1.090329 -1.192114 0.71 -2.28 0.79 0.2521
H 1.535451 -0.477929 -2.704792 -1.40 -0.73 2.41 0.4410
C -1.297152 5.019789 4.778841 0.50 0.05 -0.27 -0.5520
O -2.468522 4.980973 5.591508 -0.84 -0.87 -0.16 -0.3070
C -3.304200 3.947492 5.317471 -0.23 0.07 0.28 0.7525
O -3.129953 3.091109 4.464665 -0.19 0.98 0.77 -0.5578
O -4.367194 4.032050 6.156666 1.23 0.00 -0.79 -0.1897
C -5.336796 3.000891 5.981123 -0.38 -0.67 0.15 -0.6815
H -0.702457 5.885143 5.084093 -0.34 -0.14 0.13 0.2151
H -0.694206 4.118127 4.927198 -0.19 0.10 -0.14 0.2837
H -1.563148 5.139882 3.723663 0.04 -0.17 0.16 0.2318
H -4.895393 2.018441 6.177662 0.07 0.15 -0.24 0.3385
H -5.764265 3.040208 4.974004 0.16 -0.07 0.12 0.2987
H -6.141171 3.166965 6.702952 0.53 0.04 -0.20 0.1881
C 4.132490 -4.347556 -6.730632 -1.00 1.10 0.21 -1.0893
C 3.569890 -3.617791 -5.522446 -0.02 -0.14 -0.12 -0.1644
O 3.308197 -4.472384 -4.411521 -0.37 0.27 0.20 -0.4314
C 4.423682 -5.172601 -3.870955 0.17 -0.10 -0.14 -0.1650
C 5.521787 -4.258834 -3.354665 0.08 0.13 -0.05 -0.4842
H 3.459724 -5.155529 -7.039062 0.11 0.35 0.12 0.3078
H 4.258954 -3.655519 -7.570355 0.01 -0.04 0.07 0.4395
H 5.105706 -4.795421 -6.516385 -0.04 0.56 0.13 0.2072
H 2.612344 -3.165789 -5.802994 -0.07 -0.12 0.27 0.3127
H 4.221754 -2.792703 -5.221190 0.14 0.06 0.04 0.1765
H 4.814661 -5.884651 -4.604944 -0.10 0.23 0.03 0.1333
H 4.042717 -5.769732 -3.035550 -0.17 0.11 -0.12 0.2686
H 5.961191 -3.658078 -4.155405 0.04 -0.10 0.02 0.2409
H 6.324731 -4.845894 -2.899109 -0.16 0.12 -0.05 0.2204
H 5.124601 -3.566261 -2.605829 0.00 -0.03 0.04 0.0140
F -6.941171 5.006084 6.443931 -0.72 1.86 -0.86 -0.2459
C 3.791821 2.537399 -0.524792 -0.10 -0.04 -0.23 -0.3952
C 3.131791 2.020049 -1.565482 0.09 0.13 0.29 0.0299
C 3.850416 1.474870 -2.734058 -0.78 -0.14 -0.29 0.1491
O 3.247070 1.002976 -3.687892 -0.32 0.38 -0.36 -0.5973
C 5.325837 1.522042 -2.707347 0.26 -0.74 -0.01 -0.4012
C 5.985866 2.039392 -1.666657 0.31 1.19 0.82 -0.4935
C 5.267241 2.584571 -0.498081 0.73 0.08 -0.04 0.2874
O 5.870588 3.056465 0.455753 -0.25 -0.13 -0.15 -0.5897
H 3.280068 2.942081 0.339841 0.04 -0.02 0.01 0.4208
H 2.049742 1.977517 -1.599830 0.08 -0.04 -0.06 0.3819
H 5.837589 1.117360 -3.571980 -0.02 0.28 -0.28 0.5976
H 7.067915 2.081923 -1.632308 -0.07 0.00 0.04 0.4210
Be 4.858829 -0.500131 -2.198159 0.02 -0.98 0.30 0.2113
Cl 5.458829 -6.570719 -7.090806 1.11 -2.05 -0.42 -0.5163
C -5.612172 4.171745 -0.109500 -0.09 0.40 0.06 -0.3947
Br -7.535083 4.181031 0.184534 0.59 -0.09 -0.08 -0.0008
Br -4.625338 4.024351 1.560518 -0.32 0.12 -0.28 0.0665
Br -5.081813 2.803750 -1.386760 -0.24 0.30 0.22 0.0201
H -5.351451 5.139442 -0.550648 -0.10 -0.46 0.16 0.3702
C 7.864960 -7.820395 -2.908359 -0.13 0.09 -0.42 0.3001
Cl 6.993172 -7.205617 -4.335445 0.49 -0.48 0.36 -0.0080
Cl 7.086985 -7.206838 -1.427450 0.15 -0.14 -0.13 -0.1265
Cl 7.821631 -9.601570 -2.907692 0.03 0.39 0.06 -0.1105
Cl 9.557836 -7.267522 -2.962739 -0.33 -0.12 0.08 -0.1062
C -6.833781 6.761110 8.723646 3.42 4.26 -2.15 -1.5637
O -6.788844 5.686585 7.950416 0.19 -4.17 2.36 -0.2544
H -7.684651 7.449416 8.583790 8.91 -1.59 -4.06 0.9273
H -6.880347 6.597868 9.813846 0.11 -1.31 -0.04 0.2401
H -5.987792 7.466370 8.658769 0.61 -0.24 -0.29 0.4545
Cs -9.084651 7.517702 9.296526 -12.93 1.70 5.09 0.9996
```
Positions in Å, forces in eV/Å.

***

[2]
Below is the molecule C28H37FN2O, with properties calculated with ωB97M-V/def2-TZVPD.

## Properties
SMILES string: CCCCCCN(CCCCCC)C(=O)Cc1c(-c2ccc(F)cc2)[nH]c2ccccc12
Multiplicity: 1
ΔE to the lowest compared entry with this formula, charge and spin, kcal/mol: 5.4

Geometry as XYZ:
```
69
Properties=species:S:1:pos:R:3:forces:R:3:mulliken_charge:R:1
C -1.102991 -4.099391 -1.331653 0.05 -0.03 -0.23 -0.8072
C -0.014169 -3.917576 -2.384280 0.08 -0.04 0.24 -0.7301
C 1.144999 -3.026885 -1.918029 0.01 0.07 -0.36 -0.4523
C 1.018551 -1.556153 -2.319976 -0.14 -0.11 0.23 -1.0694
C -0.196090 -0.864302 -1.707016 0.33 0.22 -0.14 1.2047
H -0.290589 -1.163520 -0.663545 -0.10 -0.02 0.02 -0.6718
H -1.100521 -1.168568 -2.233068 -0.15 -0.06 0.04 0.7354
C -0.065210 0.661453 -1.763599 0.16 -0.38 -0.04 -1.8845
N -1.126189 1.343245 -1.059162 -0.12 0.16 -0.19 0.4589
C -1.014344 1.963650 0.137529 0.50 0.12 -0.16 0.4224
O -1.952051 2.562530 0.634033 -0.32 0.15 0.34 -0.6729
C 0.335161 1.915236 0.851212 -0.05 0.04 0.15 -0.8661
C 0.746671 0.524760 1.213646 0.56 -0.04 -0.10 1.1769
C 1.987886 -0.056815 1.071712 -0.62 0.19 0.10 -0.2720
N 1.907172 -1.386178 1.431534 0.36 -0.06 -0.07 0.1922
C 0.638731 -1.671617 1.838694 -0.62 0.20 0.03 -0.5811
C 0.080323 -2.864248 2.280742 0.04 -0.09 0.02 -0.9853
C -1.262010 -2.861057 2.591819 0.07 -0.11 0.02 -0.5737
C -2.031744 -1.698967 2.477804 -0.19 0.03 0.02 -0.8842
C -1.485185 -0.512111 2.046031 0.05 -0.05 -0.01 0.0673
C -0.129655 -0.488552 1.709329 0.27 -0.42 0.23 0.2083
H -2.084770 0.380653 1.970060 -0.12 0.13 -0.01 0.6230
H -3.078852 -1.740081 2.738548 -0.10 0.02 0.02 0.4314
H -1.731318 -3.771751 2.933191 -0.02 -0.08 0.03 0.4058
H 0.679118 -3.758689 2.374509 0.03 -0.11 0.01 0.4535
H 2.694499 -2.009120 1.488655 -0.05 0.06 0.05 0.2844
C 3.243229 0.501546 0.593967 0.27 0.08 -0.13 0.4281
C 3.612782 1.812022 0.903478 -0.03 -0.23 -0.04 -0.2170
C 4.800402 2.341711 0.437537 0.24 0.01 -0.17 -0.7705
C 5.627584 1.549751 -0.338326 -0.08 -0.04 0.03 0.3303
C 5.299768 0.242566 -0.650568 0.22 0.18 -0.01 -0.8272
C 4.109200 -0.275112 -0.180330 -0.11 0.16 0.10 -0.5868
H 3.839849 -1.289976 -0.434827 -0.04 -0.09 -0.05 0.2917
H 5.969918 -0.349307 -1.253831 0.08 -0.03 -0.06 0.4469
F 6.788783 2.062015 -0.796937 -0.15 -0.06 0.06 -0.3345
H 5.094280 3.351965 0.674441 0.05 0.09 0.02 0.4488
H 2.977708 2.408229 1.538879 -0.07 0.06 0.07 0.5797
H 0.207455 2.515766 1.757381 -0.02 0.05 -0.18 0.3376
H 1.095211 2.393995 0.230020 -0.02 0.01 0.02 0.5037
C -2.440159 1.336336 -1.685506 -0.22 -0.02 0.08 -1.4870
C -3.361298 0.231406 -1.134104 -0.09 0.14 0.16 0.1428
C -4.510291 0.783664 -0.288404 -0.09 -0.11 -0.27 -0.9207
C -5.602328 1.425431 -1.141824 0.04 0.14 0.32 -0.5777
C -6.660165 2.153208 -0.312052 -0.05 -0.17 -0.17 -0.5498
C -7.494254 1.215778 0.553304 0.11 0.22 -0.07 -1.1672
H -6.880243 0.737500 1.311479 0.01 -0.11 0.11 0.2878
H -8.283728 1.769284 1.057008 -0.09 -0.03 0.09 0.3702
H -7.955039 0.441910 -0.057631 -0.07 -0.12 -0.03 0.2871
H -7.326218 2.692682 -0.990386 0.02 0.08 0.04 0.3479
H -6.166803 2.890810 0.324160 0.00 0.10 -0.03 0.2950
H -5.146204 2.145243 -1.825261 0.02 0.00 -0.11 0.3681
H -6.086236 0.656079 -1.750016 0.00 -0.02 -0.11 0.2918
H -4.108188 1.521613 0.406597 -0.01 0.00 0.09 0.3081
H -4.939361 -0.034870 0.291977 -0.03 -0.01 0.09 0.3916
H -3.773260 -0.355833 -1.958098 0.00 -0.10 -0.02 0.6212
H -2.764736 -0.439213 -0.513280 0.05 -0.07 -0.11 -0.1853
H -2.293829 1.223118 -2.761011 0.06 0.04 0.03 0.2190
H -2.892686 2.312550 -1.494851 0.02 -0.06 -0.14 0.7744
H 0.897481 0.952683 -1.344968 -0.01 0.00 -0.06 0.1952
H -0.083838 0.989303 -2.810498 0.07 0.04 0.08 0.4268
H 0.975403 -1.480269 -3.409005 0.08 0.02 -0.08 0.5056
H 1.921738 -1.033208 -1.993919 0.06 0.08 -0.04 0.2764
H 2.077177 -3.406120 -2.344476 0.05 -0.03 0.07 0.4370
H 1.228122 -3.092932 -0.831106 0.08 -0.01 0.11 0.1778
H 0.378423 -4.905295 -2.637158 -0.03 0.02 -0.09 0.3563
H -0.448930 -3.500903 -3.294804 0.01 -0.02 -0.12 0.3040
H -1.877706 -4.765440 -1.705610 -0.13 -0.06 0.04 0.4217
H -1.566070 -3.154423 -1.065103 -0.09 0.12 0.10 -0.0204
H -0.686317 -4.536723 -0.426764 0.01 -0.03 0.13 0.2581
```
Positions in Å, forces in eV/Å.

***

[3]
Below is a cluster of 2 separate species, C28H37I3N5O3S in total in a non-equilibrium geometry, with properties calculated with ωB97M-V/def2-TZVPD.

## Properties
Net charge: -1
Multiplicity: 1

Geometry as XYZ:
```
77
Properties=species:S:1:pos:R:3:forces:R:3:mulliken_charge:R:1
C 0.470687 3.707286 4.063903 -0.27 0.64 -0.33 -1.1495
C 0.815233 4.439091 2.754000 0.34 -0.34 0.03 -0.9226
C 1.046171 3.574983 1.531413 0.21 -0.08 -0.17 0.8045
C 2.219714 3.781348 0.801850 -0.28 -0.23 -0.15 -0.8687
C 2.494900 3.054240 -0.347432 -0.02 0.09 0.12 -1.4402
C 1.608282 2.092376 -0.796088 -0.08 0.08 0.24 -0.4111
C 0.430643 1.851584 -0.096184 0.81 0.06 -0.09 -2.0653
C 0.168542 2.591631 1.065702 -0.46 -0.36 -0.08 1.8410
S -1.373261 2.264826 1.890753 0.08 0.08 0.08 -0.3795
C -1.475131 0.527452 1.612041 0.23 0.46 -0.13 1.9316
C -2.013561 -0.271670 2.604316 -0.16 -0.25 0.08 -0.3896
C -2.082222 -1.644256 2.439176 0.11 -0.20 -0.71 1.2039
C -2.638141 -2.491018 3.513014 0.11 0.22 -0.18 -1.9548
I -4.624899 -3.155546 3.144340 0.17 0.11 0.12 0.0890
C -2.019799 -2.836490 4.633764 -0.46 -0.06 0.10 0.4219
C -2.636911 -3.728722 5.671434 0.38 -0.33 -0.26 -1.4242
I -0.087209 -2.118657 5.002421 -0.04 -0.02 0.08 0.0773
C -1.591451 -2.219545 1.251269 0.35 0.17 0.02 0.8597
C -1.662546 -3.716853 1.023055 -0.22 0.84 0.21 -1.4639
O -0.421234 -4.434574 1.048260 0.07 -0.53 -0.18 -0.2248
N 0.141710 -4.409737 2.334040 -0.57 0.08 0.22 0.4752
O 0.601589 -5.446417 2.606381 0.41 0.04 -0.19 -0.5033
C -1.028732 -1.400907 0.255863 0.07 0.27 -0.29 0.9172
C -0.431518 -2.006876 -0.997758 0.54 0.07 0.58 -1.6028
C 1.024886 -2.507159 -0.770768 -0.46 0.36 -0.52 -1.1888
C 2.025390 -1.418640 -1.128758 0.42 -0.15 0.65 0.1363
C 3.482275 -1.831957 -0.815982 -1.51 0.55 -0.36 -1.1201
N 4.252208 -0.657584 -0.368914 0.74 -1.10 -0.74 -0.0657
C 5.195641 -0.872080 0.605709 0.36 0.28 0.43 0.3433
N 5.059932 -1.727774 1.533671 -0.20 -0.26 -0.05 -0.6657
N 6.325353 0.034011 0.488154 -0.40 0.05 -0.20 -0.6201
C -0.992570 0.003150 0.416243 -0.24 -0.81 0.45 -2.0550
N -0.437816 0.835265 -0.596906 -0.95 0.68 0.31 2.0260
C -1.350442 1.272840 -1.690377 0.32 -1.01 0.01 -1.4617
I -2.028354 3.342278 -1.581383 0.09 0.09 0.04 0.0042
C -2.564097 0.371922 -1.887712 -0.67 0.92 -0.56 0.3545
C -3.395757 0.878962 -3.087791 0.10 -0.79 0.11 -1.4708
H 0.812929 4.320814 4.895463 0.14 -0.12 0.15 0.4232
H 0.928282 2.724646 4.093389 0.06 -0.12 0.12 0.3256
H -0.603034 3.611174 4.168189 -0.09 -0.26 0.11 0.2803
H 1.759415 4.955755 2.919557 0.03 0.17 -0.06 0.3421
H 0.086776 5.215688 2.520794 -0.19 0.00 0.08 0.4070
H 2.927878 4.521071 1.146542 0.05 0.09 0.05 0.3410
H 3.418404 3.226292 -0.880732 0.05 0.03 -0.07 0.3981
H 1.826626 1.512214 -1.678169 -0.06 -0.06 -0.12 0.6101
H -2.379423 0.165252 3.522238 0.04 0.12 0.08 0.4738
H -1.959086 -3.927681 6.493165 -0.05 0.15 0.18 0.4046
H -2.846303 -4.685561 5.190953 -0.08 -0.12 0.05 0.3707
H -3.589683 -3.336830 6.014047 -0.02 0.14 0.20 0.3312
H -2.326589 -4.186001 1.740454 -0.11 -0.05 0.05 0.3361
H -2.071367 -3.880111 0.033059 0.08 -0.30 -0.14 0.5496
H -1.070349 -2.801690 -1.372576 -0.02 -0.10 -0.08 0.7119
H -0.357151 -1.238477 -1.753736 -0.22 0.02 -0.24 0.5620
H 1.161484 -3.396904 -1.385204 0.23 -0.19 0.15 0.2703
H 1.180642 -2.736061 0.277145 0.00 -0.36 0.07 0.4971
H 1.818915 -0.579104 -0.470906 -0.12 0.26 -0.10 -0.2114
H 1.921403 -1.084724 -2.160687 -0.09 0.05 -0.07 0.5913
H 3.896362 -2.237989 -1.738556 0.42 -0.20 0.13 0.2509
H 3.439142 -2.596141 -0.050304 0.42 0.02 0.22 0.5718
H 4.717302 -0.255919 -1.171209 -0.12 0.52 0.15 0.2555
H 5.857977 -1.684748 2.155975 0.01 -0.01 0.09 0.2222
H 7.172105 -0.516753 0.438206 0.09 0.01 0.08 0.2630
H 6.360382 0.592538 1.331030 0.15 0.09 0.01 0.2795
H -0.776146 1.229429 -2.612637 -0.02 0.52 -0.18 0.7919
H -2.261483 -0.626879 -2.178884 0.31 -0.20 0.41 -0.0660
H -3.206360 0.352660 -1.008320 0.21 -0.23 0.28 0.2012
H -4.256426 1.465643 -2.781749 0.13 0.37 0.04 0.3175
H -2.745069 1.376131 -3.814738 -0.30 0.19 -0.30 0.4549
H -3.799248 0.000376 -3.595302 -0.06 -0.01 -0.13 0.4368
C -2.734572 2.793794 -7.349356 0.09 -0.03 -0.45 -1.0175
C -1.641593 1.890307 -6.731096 -0.31 0.29 -0.12 -0.5753
O -1.724639 1.839224 -5.390010 0.35 -0.22 0.08 -0.7136
H -2.643179 3.818271 -6.979828 0.00 -0.03 0.12 0.2271
H -2.651360 2.824033 -8.449347 -0.01 0.00 0.06 0.3716
H -3.731367 2.419855 -7.100963 0.02 -0.01 0.12 0.2383
H -0.673360 2.284523 -7.145580 0.07 0.03 0.17 0.2032
H -1.745741 0.905099 -7.265042 -0.03 -0.10 0.16 0.2351
```
Positions in Å, forces in eV/Å.

***

Number 1: energy -323315.675 eV, Kohn-Sham gap 0.0240 Eh. Number 2: energy -37383.501 eV, Kohn-Sham gap 0.3089 Eh. Number 3: energy -78363.262 eV, Kohn-Sham gap 0.1567 Eh.